1.
Computed, not measured: an isolated molecule of C6H7I at a distorted geometry, with ωB97M-V with the def2-TZVPD basis set.

As for the highest occupied orbital energy (spin up / spin down): -0.276 / -0.303 Ha. The relative energy (zero: lowest compared OMol25 entry of this formula, charge and spin) comes out at 422.5 kJ/mol. The total charge is 0. The LUMO energy (spin up / spin down) is -0.77 / -0.49 eV. As for the max |F|: 3.69 eV/Å. Its total energy is -530.3050 a.u. As for the spin multiplicity: 1.

Geometry (Å):
C  -0.89  0.94  -0.50
C  -0.77  0.37  0.83
C  0.16  1.02  -1.36
C  0.97  -1.38  0.41
C  0.40  -0.25  1.32
C  1.77  -0.21  0.64
I  3.47  -0.07  1.89
H  -1.73  1.72  -0.70
H  -1.39  0.51  1.64
H  1.03  0.49  -1.27
H  0.26  1.84  -2.00
H  1.27  -2.26  0.86
H  0.44  -1.42  -0.65
H  0.58  -0.56  2.39

These are the Löwdin partial charges, in e, on atoms 1 to 2: C -0.142; C -0.068

2.
Computed, not measured: a cluster of 2 separate species, C3H7PS in total at a distorted geometry, with ωB97M-V with the def2-TZVPD basis set.

As for the highest occupied orbital energy (spin up / spin down): -0.261 / -0.290 Ha. The relative energy (zero: lowest compared OMol25 entry of this formula, charge and spin) comes out at 515.0 kJ/mol. The total charge is 0. The LUMO energy (spin up / spin down) is 0.75 / 0.46 eV. As for the max |F|: 3.86 eV/Å. Its total energy is -857.8259 a.u. As for the spin multiplicity: 1.

Geometry (Å):
C  -0.70  1.84  0.45
C  0.55  1.91  0.03
C  0.74  -0.58  -1.08
P  -0.42  -1.92  1.18
S  1.33  -1.71  0.00
H  -1.07  2.61  1.06
H  -1.15  0.97  0.10
H  1.38  2.52  -0.18
H  1.48  -0.30  -1.93
H  -0.30  -0.55  -1.29
H  -1.36  -1.56  0.18
H  -0.48  -3.25  1.48

These are the Löwdin partial charges, in e, on atoms 1 to 2: C -0.099; C 0.048

3.
Computed, not measured: a cluster of 7 separate species, C52H48O29 in total at a distorted geometry, with ωB97M-V with the def2-TZVPD basis set.

As for the highest occupied orbital energy: -0.347 Ha. The total charge is 0. The LUMO energy is -1.82 eV. As for the max |F|: 3.57 eV/Å. Its total energy is -4192.2705 a.u. As for the spin multiplicity: 1.

Geometry (Å):
C  -1.91  10.83  -1.40
C  -1.88  9.62  -0.49
O  -1.44  9.74  0.59
O  -2.37  8.48  -0.95
C  -1.95  7.34  -0.18
C  -2.30  6.03  -0.90
C  -1.21  4.96  -0.68
C  -1.72  3.58  -1.10
C  -0.91  2.42  -0.54
C  0.45  2.21  -1.23
C  0.42  1.28  -2.40
C  1.46  0.59  -2.84
C  2.85  0.56  -2.27
C  3.08  -0.81  -1.60
C  3.07  -1.97  -2.62
C  4.41  -0.85  -0.79
C  1.00  -0.17  -4.05
O  1.64  -0.72  -4.84
O  -0.36  -0.08  -4.15
C  -0.73  0.94  -3.27
O  -1.82  1.35  -3.32
H  -0.89  11.21  -1.45
H  -2.52  11.60  -0.94
H  -2.30  10.58  -2.38
H  -2.47  7.36  0.77
H  -0.88  7.37  0.04
H  -3.24  5.65  -0.50
H  -2.48  6.22  -1.96
H  -0.35  5.29  -1.26
H  -0.96  5.01  0.38
H  -2.73  3.50  -0.68
H  -1.85  3.56  -2.18
H  -1.52  1.52  -0.56
H  -0.71  2.64  0.51
H  1.24  1.92  -0.54
H  0.75  3.19  -1.63
H  3.59  0.75  -3.05
H  2.91  1.32  -1.49
H  2.24  -0.98  -0.91
H  3.51  -1.68  -3.57
H  2.02  -2.22  -2.82
H  3.54  -2.87  -2.24
H  4.93  0.10  -0.90
H  5.02  -1.69  -1.10
H  4.20  -1.00  0.27
C  0.67  -5.82  -3.46
C  0.56  -7.03  -4.00
C  0.60  -7.24  -5.49
O  0.50  -8.37  -5.92
C  0.74  -6.07  -6.34
C  0.85  -4.85  -5.80
C  0.83  -4.65  -4.31
O  0.96  -3.52  -3.89
O  0.98  -3.75  -6.53
O  0.41  -8.13  -3.26
H  0.64  -5.65  -2.39
H  0.75  -6.23  -7.41
H  1.04  -3.00  -5.91
H  0.36  -8.88  -3.88
C  4.90  3.47  2.09
C  5.66  3.52  3.19
C  5.67  2.41  4.20
O  6.40  2.51  5.17
C  4.80  1.26  3.97
C  4.04  1.21  2.87
C  4.05  2.31  1.85
O  3.35  2.19  0.86
O  3.22  0.18  2.61
O  6.45  4.56  3.45
H  4.89  4.26  1.36
H  4.81  0.48  4.71
H  2.80  0.40  1.76
H  6.89  4.35  4.30
C  -3.47  -12.80  -4.52
C  -2.19  -12.81  -4.15
C  -1.29  -11.64  -4.39
O  -0.13  -11.70  -4.01
C  -1.83  -10.48  -5.08
C  -3.12  -10.47  -5.45
C  -4.03  -11.63  -5.19
O  -5.19  -11.55  -5.54
O  -3.66  -9.43  -6.09
O  -1.63  -13.86  -3.54
H  -4.13  -13.63  -4.35
H  -1.17  -9.65  -5.26
H  -4.60  -9.67  -6.24
H  -0.70  -13.61  -3.37
C  -4.66  0.40  -8.63
C  -4.41  1.62  -8.15
C  -3.45  1.84  -7.02
O  -3.25  2.98  -6.64
C  -2.79  0.68  -6.44
C  -3.04  -0.54  -6.93
C  -3.99  -0.76  -8.07
O  -4.16  -1.89  -8.48
O  -2.47  -1.64  -6.43
O  -5.01  2.72  -8.63
H  -5.35  0.23  -9.45
H  -2.11  0.85  -5.62
H  -2.82  -2.38  -6.96
H  -4.65  3.46  -8.11
C  2.19  0.62  7.79
C  1.21  0.50  8.70
C  -0.07  -0.22  8.38
O  -0.91  -0.31  9.26
C  -0.25  -0.76  7.04
C  0.72  -0.63  6.13
C  2.01  0.06  6.45
O  2.86  0.13  5.58
O  0.61  -1.10  4.89
O  1.32  0.99  9.93
H  3.11  1.13  8.00
H  -1.19  -1.25  6.82
H  1.45  -0.88  4.44
H  0.48  0.75  10.38
C  -0.99  3.63  12.77
C  -1.11  3.07  11.56
C  -1.03  3.89  10.30
O  -1.13  3.32  9.23
C  -0.84  5.33  10.43
C  -0.73  5.88  11.64
C  -0.78  5.06  12.90
O  -0.65  5.63  13.97
O  -0.55  7.19  11.81
O  -1.31  1.76  11.39
H  -1.05  3.05  13.68
H  -0.80  5.91  9.52
H  -0.50  7.34  12.77
H  -1.37  1.63  10.42

These are the Löwdin partial charges, in e, on atoms 1 to 2: C 0.025; C -0.591

4.
Computed, not measured: a cluster of 5 separate species, C24H27F33N2O6S in total at a distorted geometry, with ωB97M-V with the def2-TZVPD basis set.

As for the highest occupied orbital energy: -0.340 Ha. The relative energy (zero: lowest compared OMol25 entry of this formula, charge and spin) comes out at 23.4 kJ/mol. The total charge is 0. The LUMO energy is 0.40 eV. As for the max |F|: 1.70 eV/Å. Its total energy is -5185.4157 a.u. As for the spin multiplicity: 1.

Geometry (Å):
C  -1.85  -0.14  -1.32
C  -0.35  -0.28  -1.54
C  0.04  -0.67  -2.98
C  0.98  0.32  -3.67
N  0.29  1.31  -4.51
N  -0.14  0.67  -5.73
S  -0.07  1.64  -7.05
O  1.09  2.45  -6.96
O  -0.30  0.84  -8.20
F  -1.30  2.58  -6.89
H  -2.36  -1.11  -1.38
H  -2.31  0.56  -2.02
H  -2.03  0.24  -0.32
H  -0.02  -1.10  -0.89
H  0.18  0.60  -1.20
H  0.56  -1.63  -2.96
H  -0.85  -0.84  -3.60
H  1.65  -0.27  -4.32
H  1.64  0.83  -2.98
H  0.95  2.04  -4.73
H  -1.11  0.38  -5.61
C  -1.52  -2.29  3.77
C  -0.77  -2.05  2.45
C  0.74  -2.31  2.43
F  1.38  -1.47  3.27
F  1.20  -2.09  1.18
F  -1.03  -0.81  2.00
F  -1.30  -2.93  1.54
O  -1.81  -1.13  4.54
C  -0.93  -0.67  5.48
C  -0.48  0.77  5.19
F  0.18  0.86  4.02
F  0.36  1.16  6.17
F  0.13  -1.48  5.65
F  -1.59  -0.62  6.66
H  -2.50  -2.65  3.47
H  -1.08  -3.08  4.36
H  0.96  -3.35  2.70
H  -1.34  1.44  5.17
C  -0.96  5.86  1.57
C  0.27  6.44  0.85
C  0.41  6.21  -0.66
F  0.54  4.89  -0.94
F  1.53  6.83  -1.09
F  1.40  6.04  1.48
F  0.18  7.80  1.00
O  -0.78  4.65  2.28
C  -0.93  3.43  1.67
C  0.37  2.62  1.72
F  1.34  3.30  1.04
F  0.18  1.44  1.11
F  -1.40  3.55  0.41
F  -1.86  2.73  2.38
H  -1.20  6.58  2.34
H  -1.83  5.82  0.91
H  -0.45  6.61  -1.19
H  0.69  2.47  2.74
C  4.76  3.68  -2.46
C  4.02  2.47  -1.88
C  3.81  2.43  -0.37
F  4.98  2.36  0.29
F  3.10  1.32  -0.06
F  4.60  1.33  -2.30
F  2.76  2.50  -2.42
O  6.13  3.50  -2.79
C  7.12  3.73  -1.87
C  7.94  2.46  -1.63
F  7.16  1.48  -1.12
F  8.92  2.73  -0.73
F  6.65  4.24  -0.72
F  7.96  4.64  -2.41
H  4.28  3.85  -3.43
H  4.59  4.58  -1.87
H  3.25  3.30  -0.03
H  8.39  2.11  -2.57
C  -5.69  -7.93  1.07
C  -5.06  -7.74  -0.32
C  -3.59  -8.11  -0.50
F  -2.80  -7.33  0.26
F  -3.25  -7.91  -1.79
F  -5.28  -6.48  -0.74
F  -5.75  -8.57  -1.16
O  -5.81  -6.78  1.88
C  -4.81  -6.37  2.73
C  -4.33  -4.97  2.37
F  -3.82  -4.95  1.12
F  -3.35  -4.60  3.23
F  -3.80  -7.25  2.78
F  -5.34  -6.30  3.98
H  -6.71  -8.23  0.88
H  -5.23  -8.76  1.61
H  -3.42  -9.16  -0.25
H  -5.15  -4.25  2.42

These are the Löwdin partial charges, in e, on atoms 1 to 2: C -0.107; C -0.246

5.
Computed, not measured: a structure of composition C36H43Cl4FeO5PSi, with ωB97M-V with the def2-TZVPD basis set.

As for the highest occupied orbital energy (spin up / spin down): -0.389 / -0.428 Ha. The relative energy (zero: lowest compared OMol25 entry of this formula, charge and spin) comes out at 0.0 kJ/mol. The total charge is +1. The LUMO energy (spin up / spin down) is -4.66 / -4.77 eV. As for the max |F|: 0.79 eV/Å. Its total energy is -5509.1104 a.u. As for the spin multiplicity: 6.

Geometry (Å):
Fe  0.52  0.61  -1.58
Cl  -0.36  -0.99  -3.31
C  -0.34  -2.59  -2.57
C  -1.18  -3.53  -3.13
C  -1.20  -4.81  -2.60
C  -0.38  -5.13  -1.52
C  0.45  -4.16  -0.97
C  0.48  -2.86  -1.49
P  1.52  -1.56  -0.75
C  1.95  -2.20  0.88
C  0.92  -2.25  1.83
C  1.17  -2.73  3.10
C  2.45  -3.15  3.44
C  3.47  -3.09  2.51
C  3.23  -2.62  1.23
C  3.05  -1.53  -1.74
C  3.92  -0.51  -1.45
C  4.91  -0.01  -2.44
C  5.15  -0.97  -3.55
C  4.34  -2.04  -3.75
C  3.23  -2.30  -2.91
H  -1.81  -3.26  -3.97
H  -1.86  -5.55  -3.03
H  -0.40  -6.12  -1.11
H  1.07  -4.41  -0.13
H  -0.08  -1.90  1.57
H  0.37  -2.77  3.83
H  2.65  -3.52  4.44
H  4.47  -3.42  2.78
H  4.03  -2.60  0.50
H  3.79  0.07  -0.54
H  5.85  0.24  -1.94
H  5.99  -0.79  -4.21
H  4.53  -2.70  -4.58
H  2.54  -3.09  -3.15
Cl  6.48  4.62  -1.41
C  5.25  3.48  -1.83
C  3.95  3.67  -1.20
C  2.92  2.87  -1.49
Cl  1.36  3.03  -0.77
C  3.05  1.79  -2.46
O  2.09  1.09  -2.78
C  4.43  1.48  -3.02
Cl  4.24  1.48  -4.79
C  5.48  2.48  -2.68
H  3.84  4.48  -0.50
H  6.45  2.34  -3.13
C  -0.29  3.53  3.13
C  -0.62  2.09  2.75
C  -1.41  1.41  3.87
C  0.66  1.31  2.44
O  -1.43  2.17  1.57
Si  -2.05  1.09  0.52
O  -1.03  0.81  -0.69
O  -2.31  -0.33  1.28
C  -3.33  -1.33  1.08
C  -4.62  -0.84  1.71
C  -2.83  -2.58  1.78
C  -3.50  -1.59  -0.41
O  -3.44  1.70  -0.07
C  -4.04  3.00  -0.05
C  -5.26  2.90  -0.96
C  -4.47  3.36  1.37
C  -3.05  4.02  -0.59
H  0.34  3.56  4.02
H  -1.20  4.08  3.34
H  0.23  4.02  2.31
H  -0.82  1.37  4.78
H  -1.69  0.40  3.57
H  -2.32  1.97  4.07
H  1.20  1.07  3.36
H  1.32  1.89  1.79
H  0.41  0.37  1.94
H  -4.47  -0.62  2.77
H  -5.41  -1.59  1.61
H  -4.96  0.08  1.21
H  -2.68  -2.40  2.84
H  -1.88  -2.91  1.34
H  -3.55  -3.39  1.67
H  -3.85  -0.70  -0.93
H  -4.23  -2.39  -0.56
H  -2.55  -1.91  -0.85
H  -5.94  2.14  -0.59
H  -4.95  2.63  -1.97
H  -5.79  3.85  -1.01
H  -5.19  2.63  1.74
H  -4.94  4.34  1.38
H  -3.61  3.38  2.03
H  -2.73  3.73  -1.59
H  -2.18  4.09  0.06
H  -3.51  5.01  -0.65

These are the Löwdin partial charges, in e, on atoms 1 to 2: Fe 0.490; Cl 0.804